Computed, not measured: a cluster of 10 separate species, C66H146N6O10 in total, with wB97M-V/def2-TZVPD.

## Properties
* 2S+1: 1
* SMILES string: CC1(C)CCCC(C)(C)N1O.CC1(C)CCCC(C)(C)N1O.CC1(C)CCCC(C)(C)N1O.CC1(C)CCCC(C)(C)N1O.CC1(C)CCCC(C)(C)N1O.CC1(C)CCCC(C)(C)N1O.CC(C)O.CC(C)O.CC(C)O.CC(C)O
* energy relative to the best compared isomer or geometry (same formula, charge and spin): 104.98 kcal/mol
* gap between HOMO and LUMO: 8.96 eV
* maximum force: 3.77 eV/A
* molecular weight: 1183.9 g/mol

Last column: Löwdin charge in e.
Atoms and positions in Å:
C  3.64  -2.28  4.16  -0.02
C  4.65  -1.98  3.00  -0.52
C  5.86  -2.92  3.09  -0.15
C  6.73  -2.88  1.83  -0.17
C  5.83  -3.43  0.69  -0.14
C  4.58  -2.57  0.39  -0.52
N  3.90  -2.39  1.75  -0.07
O  2.72  -1.62  1.58  -0.06
C  4.95  -1.30  -0.31  -0.03
C  3.57  -3.43  -0.39  -0.04
C  5.07  -0.53  3.03  -0.03
H  2.70  -1.68  4.09  0.06
H  4.25  -2.12  5.10  0.11
H  3.37  -3.32  4.03  0.06
H  6.36  -2.63  4.08  0.14
H  5.42  -3.92  3.31  0.12
H  7.72  -3.43  1.87  0.13
H  7.09  -1.88  1.61  0.09
H  5.51  -4.47  0.99  0.13
H  6.42  -3.44  -0.27  0.13
H  5.73  -0.71  0.20  0.07
H  5.22  -1.44  -1.40  0.11
H  4.09  -0.62  -0.21  0.06
H  3.99  -3.83  -1.45  0.14
H  3.37  -4.32  0.20  0.06
H  2.65  -2.85  -0.55  0.07
H  5.73  -0.31  3.91  0.11
H  4.20  0.06  3.06  0.04
H  5.65  -0.21  2.14  0.07
H  2.94  -0.81  1.09  0.05
C  -6.48  2.04  3.66  -0.03
C  -5.84  0.66  3.64  -0.51
C  -6.89  -0.42  3.80  -0.17
C  -6.36  -1.81  3.72  -0.17
C  -5.77  -1.93  2.27  -0.09
C  -4.65  -0.88  2.07  -0.47
N  -5.18  0.47  2.32  -0.07
O  -4.18  1.48  2.19  -0.05
C  -3.42  -1.17  2.89  -0.04
C  -4.17  -0.87  0.59  -0.01
C  -4.78  0.65  4.78  -0.02
H  -5.62  2.80  3.78  0.09
H  -7.16  2.12  4.52  0.09
H  -6.93  2.20  2.68  0.08
H  -7.34  -0.22  4.80  0.13
H  -7.72  -0.32  3.08  0.13
H  -7.18  -2.49  3.80  0.10
H  -5.64  -2.10  4.48  0.10
H  -6.54  -1.71  1.49  0.13
H  -5.37  -2.92  2.09  0.11
H  -2.76  -1.87  2.41  0.05
H  -2.83  -0.28  2.91  0.06
H  -3.44  -1.42  3.90  0.05
H  -3.48  -0.08  0.46  0.04
H  -3.65  -1.76  0.19  0.08
H  -5.00  -0.54  0.02  0.07
H  -4.56  -0.32  5.25  0.07
H  -5.12  1.42  5.49  0.09
H  -3.83  1.03  4.47  0.05
H  -4.58  2.12  1.57  0.09
C  -2.42  5.46  -1.40  -0.03
C  -3.92  5.35  -1.65  -0.50
C  -4.24  5.87  -3.02  -0.16
C  -5.61  5.59  -3.62  -0.16
C  -5.70  4.08  -3.51  -0.18
C  -5.54  3.43  -2.20  -0.56
N  -4.20  3.83  -1.73  -0.03
O  -3.96  3.32  -0.41  -0.05
C  -6.68  3.73  -1.20  -0.01
C  -5.51  1.96  -2.43  -0.05
C  -4.60  6.08  -0.54  -0.04
H  -2.12  5.07  -0.45  0.07
H  -2.22  6.52  -1.31  0.09
H  -1.87  5.10  -2.19  0.05
H  -4.09  6.99  -2.96  0.14
H  -3.40  5.65  -3.72  0.13
H  -5.74  6.05  -4.59  0.11
H  -6.42  6.03  -3.05  0.10
H  -4.91  3.70  -4.21  0.15
H  -6.63  3.75  -3.96  0.12
H  -6.82  4.79  -1.06  0.05
H  -7.65  3.29  -1.62  0.12
H  -6.52  3.27  -0.23  0.07
H  -5.50  1.40  -1.52  0.06
H  -6.26  1.57  -3.17  0.11
H  -4.60  1.57  -2.88  0.08
H  -5.51  6.66  -0.89  0.10
H  -4.03  6.82  -0.03  0.07
H  -5.03  5.45  0.26  0.08
H  -3.14  2.85  -0.51  0.05
C  6.22  0.62  -5.39  -0.02
C  5.73  -0.62  -6.21  -0.48
C  4.26  -0.90  -5.92  -0.16
C  3.33  0.10  -6.52  -0.21
C  3.51  0.25  -8.00  -0.14
C  4.93  0.56  -8.47  -0.54
N  5.83  -0.43  -7.71  -0.09
O  7.17  -0.09  -8.09  -0.07
C  5.05  0.19  -9.93  -0.05
C  5.34  1.97  -8.18  -0.04
C  6.63  -1.88  -5.97  -0.02
H  5.43  1.33  -5.21  0.06
H  7.09  1.00  -5.92  0.07
H  6.62  0.30  -4.38  0.09
H  3.98  -1.90  -6.18  0.12
H  4.28  -0.84  -4.84  0.11
H  3.44  1.03  -5.99  0.09
H  2.32  -0.28  -6.29  0.12
H  2.88  1.06  -8.40  0.13
H  3.28  -0.76  -8.49  0.14
H  4.24  0.62  -10.54  0.09
H  6.03  0.52  -10.33  0.09
H  4.88  -0.92  -10.01  0.10
H  5.18  2.67  -9.02  0.09
H  4.84  2.32  -7.25  0.08
H  6.40  2.08  -8.04  0.07
H  6.57  -2.24  -4.94  0.08
H  7.63  -1.52  -6.11  0.06
H  6.35  -2.57  -6.79  0.10
H  7.49  -0.82  -8.66  0.12
C  -1.18  -6.91  3.77  -0.03
C  -0.83  -5.46  3.94  -0.51
C  0.64  -5.27  3.95  -0.17
C  1.26  -5.52  2.58  -0.14
C  0.57  -4.52  1.64  -0.14
C  -0.93  -4.69  1.56  -0.52
N  -1.41  -4.58  2.91  -0.06
O  -2.87  -4.76  2.84  -0.03
C  -1.51  -3.53  0.74  -0.05
C  -1.36  -5.94  0.73  0.00
C  -1.32  -4.83  5.35  -0.01
H  -1.04  -7.45  4.69  0.08
H  -0.58  -7.50  3.04  0.08
H  -2.22  -6.96  3.51  0.08
H  0.82  -4.28  4.45  0.12
H  1.02  -6.00  4.65  0.12
H  1.00  -6.56  2.23  0.11
H  2.35  -5.36  2.55  0.10
H  0.93  -4.63  0.63  0.11
H  0.80  -3.53  2.01  0.11
H  -1.06  -3.56  -0.28  0.09
H  -2.58  -3.51  0.68  0.06
H  -1.23  -2.60  1.23  0.07
H  -1.15  -5.74  -0.29  0.04
H  -0.80  -6.83  1.01  0.07
H  -2.41  -6.07  0.77  0.07
H  -0.66  -5.14  6.19  0.09
H  -2.30  -5.17  5.53  0.05
H  -1.27  -3.69  5.38  0.07
H  -3.10  -3.84  3.04  0.08
C  -0.32  1.28  1.00  -0.02
C  -0.01  1.03  -0.46  -0.49
C  -0.97  1.79  -1.37  -0.12
C  -0.69  1.50  -2.89  -0.11
C  0.68  2.16  -3.10  -0.15
C  1.77  1.56  -2.26  -0.53
N  1.33  1.58  -0.84  -0.04
O  2.31  0.83  -0.16  -0.09
C  2.12  0.25  -2.86  -0.03
C  3.06  2.43  -2.40  -0.01
C  -0.18  -0.49  -0.65  -0.01
H  -0.12  2.35  1.17  0.09
H  0.46  0.83  1.63  0.07
H  -1.25  0.93  1.36  0.07
H  -1.97  1.45  -1.13  0.10
H  -0.99  2.80  -1.09  0.09
H  -1.42  1.92  -3.58  0.11
H  -0.69  0.42  -3.15  0.08
H  0.64  3.29  -2.98  0.15
H  0.96  2.01  -4.14  0.11
H  2.77  -0.25  -2.13  0.09
H  1.29  -0.36  -3.04  0.05
H  2.58  0.57  -3.80  0.07
H  4.03  1.88  -2.10  0.12
H  3.14  2.63  -3.42  0.05
H  2.97  3.38  -1.90  0.08
H  -1.15  -0.76  -0.24  0.06
H  0.62  -0.98  -0.04  0.10
H  -0.27  -0.81  -1.71  0.06
H  2.77  1.50  0.42  0.11
C  -1.69  -2.62  -3.28  -0.07
C  -2.33  -3.79  -3.97  -0.50
C  -2.44  -4.98  -2.99  -0.06
O  -3.63  -3.58  -4.52  -0.05
H  -1.63  -1.62  -3.77  0.08
H  -0.65  -2.84  -3.30  0.07
H  -2.17  -2.40  -2.27  0.10
H  -1.62  -4.09  -4.75  0.13
H  -2.97  -5.78  -3.47  0.06
H  -3.12  -4.75  -2.19  0.07
H  -1.48  -5.44  -2.59  0.10
H  -3.94  -4.43  -4.92  0.10
C  5.21  3.96  1.85  -0.07
C  4.25  3.54  2.91  -0.49
C  3.77  4.67  3.88  -0.04
O  3.21  2.90  2.14  -0.07
H  4.81  4.67  1.12  0.09
H  5.50  3.05  1.30  0.08
H  6.14  4.40  2.34  0.10
H  4.64  2.85  3.60  0.11
H  3.01  5.33  3.39  0.09
H  4.55  5.29  4.29  0.07
H  3.26  4.21  4.73  0.07
H  2.49  2.81  2.78  0.06
C  -2.88  5.51  4.85  -0.07
C  -2.63  4.13  4.29  -0.54
C  -1.55  3.96  3.26  -0.04
O  -2.39  3.36  5.45  -0.08
H  -1.97  5.97  5.32  0.10
H  -3.66  5.49  5.60  0.07
H  -3.23  6.19  4.04  0.08
H  -3.63  3.77  3.89  0.12
H  -1.62  4.85  2.56  0.10
H  -1.79  3.03  2.73  0.06
H  -0.64  3.84  3.81  0.07
H  -1.87  2.55  5.25  0.04
C  1.26  0.89  4.27  -0.06
C  -0.05  0.21  4.64  -0.45
C  0.00  -1.10  5.39  -0.04
O  -0.70  1.19  5.50  -0.09
H  1.07  1.97  4.17  0.07
H  1.69  0.39  3.37  0.07
H  1.91  0.75  5.16  0.10
H  -0.62  0.13  3.71  0.11
H  0.77  -0.99  6.10  0.07
H  0.21  -1.89  4.68  0.07
H  -1.00  -1.39  5.76  0.09
H  -0.51  0.85  6.42  0.12